Entry from the OMol25 dataset: a structure of composition C41H38N2O7PtTe at a distorted geometry (ωB97M-V with the def2-TZVPD basis set).

The geometry in XYZ format:
```
90
Properties=species:S:1:pos:R:3:forces:R:3:mulliken_charge:R:1
Pt -0.2108 -0.0889 -2.5078 1.7 -0.2 -0.1 2.035
C -1.6687 3.3584 3.8100 0.0 -0.1 -0.1 -1.760
C -1.3282 2.3208 2.7631 0.0 0.0 0.1 -0.496
C -1.1528 0.9799 3.0835 -0.1 0.1 0.0 -0.732
C -0.8334 0.0085 2.1436 0.0 -0.1 0.1 0.275
C -0.6884 -1.3834 2.6189 0.2 0.1 0.1 0.069
O -0.8131 -2.3753 1.9150 -0.1 -0.1 -0.3 -0.711
C -0.3268 -1.6352 4.0656 -0.1 0.1 -0.1 0.343
C -0.9354 -2.7020 4.7195 0.0 0.0 0.0 -0.410
C -0.5934 -3.0067 6.0286 0.0 0.0 0.0 -0.727
C 0.3819 -2.2628 6.6838 0.0 0.0 0.0 -0.400
C 1.0119 -1.2142 6.0268 0.0 0.0 0.0 -0.878
C 0.6506 -0.8955 4.7237 0.1 0.0 0.0 0.023
C -0.6914 0.3578 0.7446 -0.1 0.2 -0.1 -0.429
O -0.3821 -0.4920 -0.1326 0.0 -0.4 0.4 0.062
C -0.8535 1.7575 0.4125 0.0 0.2 -0.1 1.048
C -1.1641 2.6679 1.4368 0.0 0.1 0.0 -0.711
C -0.7001 2.3321 -0.9308 -0.1 0.0 0.0 1.462
N -0.5030 1.7496 -2.0786 -0.3 1.3 -0.1 -0.449
C -0.3878 2.5318 -3.3443 0.1 0.1 0.2 -0.642
C 1.0727 2.6637 -3.7449 -0.1 0.1 -0.2 -0.903
Te 2.0644 0.8005 -3.3650 -0.3 -0.4 0.1 0.232
C 2.9246 1.6115 -1.6241 0.2 0.0 0.0 0.470
C 3.9986 2.4856 -1.7514 -0.1 0.1 0.1 -0.565
C 4.5398 3.0812 -0.6161 0.0 0.0 0.0 -0.654
C 4.0220 2.7849 0.6386 -0.1 -0.1 0.0 -0.688
C 2.9671 1.8856 0.7604 0.0 0.1 0.0 -0.646
C 2.4185 1.2976 -0.3719 0.0 0.0 0.1 0.569
C -0.7602 3.8350 -1.0012 0.1 0.0 0.0 -1.646
C -1.9612 4.4854 -1.2526 -0.1 0.1 0.0 0.193
C -1.9858 5.8683 -1.3676 0.0 0.0 0.0 -0.860
C -0.8123 6.6005 -1.2369 0.0 0.0 0.0 -0.528
C 0.3857 5.9486 -0.9752 0.0 0.0 0.0 -0.938
C 0.4146 4.5641 -0.8543 0.0 0.0 0.0 0.452
H -1.7825 2.8984 4.7924 0.0 0.0 0.0 0.393
H -2.6021 3.8766 3.5751 0.0 0.0 0.0 0.355
H -0.8864 4.1177 3.8870 0.0 0.0 0.0 0.344
H -1.2981 0.6742 4.1148 0.0 0.0 -0.1 0.577
H -1.6790 -3.2841 4.1890 0.0 0.0 0.0 0.467
H -1.0842 -3.8272 6.5377 0.0 0.0 0.0 0.402
H 0.6542 -2.5034 7.7044 0.0 0.0 0.0 0.391
H 1.7816 -0.6408 6.5295 0.0 0.0 0.0 0.413
H 1.1415 -0.0773 4.2091 0.0 0.0 0.0 0.503
H -1.2969 3.7121 1.1795 0.0 -0.1 0.1 0.615
H -0.8467 3.5116 -3.2568 -0.1 0.0 0.1 0.514
H -0.9407 1.9703 -4.0890 -0.1 -0.1 -0.1 0.354
H 1.5942 3.4188 -3.1574 -0.1 0.0 0.0 0.267
H 1.1513 2.9307 -4.7991 0.0 -0.1 0.0 0.622
H 4.4176 2.7086 -2.7269 0.0 0.0 0.0 0.450
H 5.3682 3.7728 -0.7147 0.0 0.0 0.0 0.395
H 4.4451 3.2486 1.5212 0.0 0.0 0.0 0.423
H 2.5602 1.6450 1.7368 0.0 0.0 0.0 0.509
H 1.5992 0.5940 -0.2882 0.0 0.0 0.0 -0.340
H -2.8721 3.9059 -1.3581 0.0 0.0 0.0 0.543
H -2.9232 6.3741 -1.5611 0.0 0.0 0.0 0.427
H -0.8328 7.6784 -1.3368 0.0 0.0 0.0 0.374
H 1.3017 6.5158 -0.8649 0.0 0.0 0.0 0.450
H 1.3448 4.0478 -0.6342 0.0 0.0 0.0 0.278
O 3.0713 -1.3486 -1.9886 -0.3 -0.3 0.1 -0.853
C 2.0075 -1.9685 -1.8703 0.1 0.1 -0.2 0.105
O 1.1164 -2.1424 -2.7716 -0.2 0.5 0.1 -0.726
C 1.6626 -2.5480 -0.4930 -0.2 -0.3 0.0 1.243
N 0.2554 -3.0964 -0.5677 0.3 -0.1 0.3 0.849
C 0.3054 -4.5581 -0.2703 0.1 0.0 0.0 -0.458
C 1.7310 -4.9439 -0.6392 0.0 0.2 0.0 -0.676
C 2.5318 -3.7487 -0.1043 -0.1 -0.1 -0.1 -0.892
H 1.6896 -1.7270 0.2152 0.0 0.0 0.1 -0.280
H -0.0225 -2.9319 -1.5462 -0.1 -0.1 -0.1 -0.548
H -0.3759 -2.5715 0.0575 0.1 0.1 0.1 0.058
H -0.4764 -5.0689 -0.8248 0.0 0.0 -0.1 0.300
H 0.1289 -4.6806 0.7962 0.0 0.0 0.1 0.246
H 1.8359 -5.0129 -1.7247 0.0 0.0 0.0 0.283
H 2.0230 -5.8954 -0.2004 0.0 0.0 0.0 0.483
H 3.5298 -3.6495 -0.5246 0.0 0.0 0.0 0.447
H 2.6167 -3.8213 0.9812 0.0 0.0 0.0 0.402
O -4.6885 -3.3180 -1.4503 0.0 0.1 0.0 -0.708
C -3.5414 -3.4944 -2.1087 0.0 0.0 0.1 0.408
C -3.1116 -4.7983 -2.3661 0.1 -0.1 0.0 -0.618
C -1.9362 -5.0243 -3.0627 0.0 0.0 -0.1 -0.698
C -1.1591 -3.9623 -3.5248 -0.2 0.0 0.0 -0.780
C -1.5956 -2.6739 -3.2601 -0.2 0.1 -0.2 -0.670
C -2.7543 -2.4086 -2.5409 0.1 -0.1 0.1 0.426
C -3.1619 -1.0023 -2.2139 -0.1 0.1 0.0 0.385
O -4.3001 -0.8205 -1.7538 0.1 0.0 0.0 -0.885
O -2.3390 -0.0381 -2.4245 -0.2 -0.6 0.1 -1.002
H -4.8148 -2.3256 -1.4196 0.0 0.0 0.0 0.384
H -3.7281 -5.6189 -2.0182 0.0 0.0 0.0 0.451
H -1.6277 -6.0442 -3.2647 0.0 0.0 0.0 0.332
H -0.2454 -4.1284 -4.0798 0.0 0.0 0.0 0.452
H -1.0413 -1.8179 -3.6449 -0.1 -0.4 -0.3 1.353
```
Positions in Å, forces in eV/Å.

LUMO energy = -0.0081 Ha
max |F| = 0.033 hartree/bohr
energy above the lowest of the compared OMol25 structures with the same formula, charge and spin = 76.8 kJ/mol
Kohn-Sham gap = 7.48 eV


Entry from the OMol25 dataset: a structure of composition C41H39BIrN5OP2Se2 at a distorted geometry (ωB97M-V with the def2-TZVPD basis set).

The geometry in XYZ format:
```
92
Properties=species:S:1:pos:R:3:forces:R:3:mulliken_charge:R:1
Ir -2.9133 -0.7186 -0.1936 -0.1 0.2 0.3 1.097
Se 2.5238 2.0361 1.7014 0.0 -0.2 -0.4 -0.340
P 2.7451 0.9042 -0.0942 0.0 0.8 1.3 0.857
C 3.3959 1.8219 -1.4931 0.1 -0.2 -0.2 0.090
C 3.3669 1.2267 -2.7571 0.3 0.0 0.0 0.134
C 3.9035 1.9002 -3.8428 0.1 0.0 0.0 -0.954
C 4.4550 3.1671 -3.6689 0.0 0.0 0.0 -0.414
C 4.4724 3.7601 -2.4140 0.0 0.0 0.0 -0.666
C 3.9435 3.0865 -1.3188 0.0 0.0 -0.1 -0.477
C 3.8595 -0.4775 0.2323 0.0 -0.2 -0.3 0.617
C 3.5632 -1.3433 1.2892 0.0 0.0 -0.1 -0.370
C 4.4302 -2.3736 1.5991 0.0 0.0 0.0 -0.789
C 5.6028 -2.5423 0.8676 0.0 0.0 0.0 -0.563
C 5.9110 -1.6706 -0.1643 0.0 0.0 0.1 -0.701
C 5.0443 -0.6306 -0.4816 -0.1 -0.2 0.1 -0.426
C 1.1590 0.2160 -0.6139 0.3 -0.4 -0.1 -0.147
C -0.1256 0.7041 -0.8074 0.0 0.2 0.1 0.457
N -0.9096 -0.3964 -0.8856 -0.2 -0.7 -0.1 -0.683
N -0.1504 -1.4930 -0.7764 0.0 0.1 0.0 -0.243
N 1.0905 -1.1459 -0.6154 -0.5 0.2 -0.1 0.007
P -0.9445 2.2907 -1.0631 0.6 0.2 -0.1 1.197
Se -3.0472 1.9960 -0.6988 -0.1 -0.2 0.2 -0.414
C -0.6513 2.8087 -2.7644 0.0 -0.1 -0.2 0.418
C -1.7225 3.1732 -3.5768 0.1 0.1 0.0 -0.734
C -1.4883 3.5987 -4.8767 0.0 0.0 0.0 -0.801
C -0.1938 3.6556 -5.3710 0.0 0.0 0.0 -0.753
C 0.8757 3.2770 -4.5697 0.0 0.0 0.0 -0.742
C 0.6507 2.8510 -3.2712 0.0 -0.1 0.1 0.289
C -0.2695 3.5360 0.0458 -0.1 0.1 0.0 0.911
C -0.7598 3.5906 1.3505 0.1 0.1 0.0 -0.575
C -0.2761 4.5480 2.2274 0.0 0.0 -0.1 -0.742
C 0.6801 5.4639 1.8034 0.0 0.0 0.0 -0.572
C 1.1587 5.4182 0.5035 0.0 -0.1 0.0 -0.764
C 0.6937 4.4514 -0.3763 -0.1 0.1 0.0 -0.138
H 2.9292 0.2415 -2.8870 0.0 0.0 0.0 0.440
H 3.8892 1.4406 -4.8234 0.0 0.0 0.0 0.457
H 4.8713 3.6936 -4.5194 0.0 0.0 0.0 0.440
H 4.9033 4.7449 -2.2847 0.0 0.0 0.0 0.460
H 3.9513 3.5363 -0.3327 0.0 -0.1 0.0 0.469
H 2.6574 -1.2017 1.8665 0.0 0.0 0.0 0.418
H 4.2002 -3.0442 2.4185 0.0 0.0 0.0 0.440
H 6.2804 -3.3511 1.1116 0.0 0.0 0.0 0.400
H 6.8319 -1.7889 -0.7211 0.0 0.0 0.0 0.423
H 5.3027 0.0515 -1.2785 0.0 0.0 -0.1 0.318
H -2.7340 3.1262 -3.2000 0.0 0.0 0.0 0.325
H -2.3236 3.8802 -5.5040 0.0 0.0 0.0 0.413
H -0.0168 3.9879 -6.3867 0.0 0.0 0.0 0.416
H 1.8878 3.3090 -4.9541 -0.1 0.0 0.0 0.349
H 1.4925 2.5310 -2.6667 -0.3 0.2 -0.1 0.151
H -1.5285 2.8984 1.6699 0.0 0.0 0.0 0.306
H -0.6641 4.5941 3.2368 0.0 0.0 0.0 0.409
H 1.0413 6.2244 2.4855 0.0 -0.1 0.0 0.396
H 1.8957 6.1366 0.1682 0.0 0.0 0.0 0.437
H 1.0584 4.4476 -1.3942 0.0 0.0 0.0 0.424
C -2.9231 -0.5894 1.7766 0.0 -0.1 -0.5 -2.955
C -2.9288 -0.5101 3.0183 0.0 0.1 0.6 2.836
C -2.9357 -0.4040 4.4109 0.0 0.0 -0.4 0.497
C -1.7443 -0.0861 5.1012 0.2 0.0 0.1 -0.536
C -1.7605 0.0126 6.4742 0.1 0.0 -0.1 -0.644
C -2.9497 -0.2015 7.1727 0.0 0.0 0.0 -0.284
C -4.1322 -0.5141 6.5019 -0.1 0.0 -0.1 -0.620
C -4.1355 -0.6154 5.1284 -0.1 0.0 0.1 -0.385
H -0.8343 0.0787 4.5379 0.0 0.0 0.0 0.628
H -0.8535 0.2562 7.0111 0.0 0.0 0.0 0.426
H -2.9548 -0.1223 8.2530 0.0 0.0 0.0 0.412
H -5.0456 -0.6737 7.0586 0.0 0.0 0.0 0.426
H -5.0409 -0.8521 4.5850 0.0 0.0 0.0 0.490
B -7.4065 -0.9019 -1.3054 -0.2 0.1 0.1 0.117
C -5.8793 -0.9054 -1.1534 -0.5 0.0 -0.1 0.162
N -4.7177 -0.9078 -1.0292 0.6 0.0 0.1 -0.336
H -7.6776 -1.2283 -2.4391 0.1 0.0 0.1 -0.077
H -7.7570 0.2439 -1.0732 0.2 -0.1 0.0 -0.068
H -7.8292 -1.6390 -0.4343 0.1 0.0 -0.2 -0.080
O -2.5911 -3.0369 -0.3762 -0.1 0.2 -0.3 -0.684
C -2.1255 -3.9255 0.3363 0.2 -0.3 0.1 0.121
C -1.0867 -3.6919 1.4013 0.0 0.0 0.0 -0.117
C 0.1333 -4.5871 1.0501 0.0 0.0 0.0 -0.915
C 0.3772 -4.8113 -0.4645 -0.1 0.0 0.0 -0.134
C -0.3991 -5.9702 -1.1220 0.0 0.1 0.1 -0.803
C -1.9044 -5.7209 -1.2474 0.1 0.0 0.1 -0.662
N -2.3980 -5.2376 0.0630 -0.1 0.1 -0.1 -0.157
H -1.4816 -3.9240 2.3942 0.0 -0.1 0.0 0.450
H -0.8165 -2.6385 1.3810 0.0 0.0 0.0 -0.063
H 0.0325 -5.5581 1.5439 0.0 0.0 0.0 0.461
H 1.0192 -4.1213 1.4865 0.0 0.0 0.0 0.307
H 1.4407 -5.0078 -0.6057 0.0 0.0 0.0 0.393
H 0.1707 -3.8854 -1.0042 0.0 0.1 0.0 0.124
H -0.2413 -6.8836 -0.5378 0.0 0.0 0.0 0.290
H 0.0149 -6.1593 -2.1145 0.0 0.0 0.0 0.389
H -2.4372 -6.6268 -1.5227 -0.1 0.0 0.0 0.383
H -2.1291 -4.9574 -1.9877 0.0 0.1 0.0 0.303
H -2.0713 -5.8449 0.8019 0.1 0.0 0.0 0.342
```
Positions in Å, forces in eV/Å.

LUMO energy (spin up / spin down) = -0.1113 / -0.2383 Ha
2S+1 = 6
max |F| = 0.030 hartree/bohr
energy above the lowest of the compared OMol25 structures with the same formula, charge and spin = 59.0 kJ/mol
<S²> = 8.80
Kohn-Sham gap (spin up / spin down) = 6.91 / 3.45 eV
total charge = +1


Entry from the OMol25 dataset: a structure of composition C41H39CdN9O2SSe (ωB97M-V with the def2-TZVPD basis set).

The geometry in XYZ format:
```
94
Properties=species:S:1:pos:R:3:forces:R:3:mulliken_charge:R:1
Cd 0.6392 0.0197 0.1319 0.2 0.1 0.4 2.898
C -2.5591 4.6311 0.7625 0.0 0.0 0.0 -0.601
C -2.8831 3.8222 -0.3190 0.0 0.0 0.0 -0.609
C -1.9217 3.0134 -0.9106 0.0 0.0 0.0 0.393
C -0.5991 3.0145 -0.4531 0.0 0.0 0.0 -1.672
C -0.2781 3.8490 0.6280 0.0 0.0 0.0 0.291
C -1.2486 4.6319 1.2313 0.0 0.0 0.0 -0.960
N 0.3181 2.1324 -1.0293 0.1 0.0 0.1 1.238
C 1.4745 2.5885 -1.5043 -0.1 0.0 0.0 0.495
C 1.8079 3.9758 -1.6767 0.0 0.0 0.0 -0.998
C 2.9902 4.3667 -2.2374 0.0 0.0 0.0 -0.633
C 3.9527 3.4369 -2.6856 0.0 0.0 0.0 -0.796
C 3.6615 2.1022 -2.5756 0.0 0.0 0.0 -0.734
C 2.4541 1.6698 -2.0114 0.0 -0.1 0.0 -0.225
N 2.1029 0.3308 -1.9349 0.1 0.1 -0.3 1.884
N 2.7485 -0.4791 -2.6360 0.1 0.0 0.1 -1.261
C 2.2333 -1.7995 -2.5865 0.0 0.0 0.0 -0.349
C 3.1259 -2.8450 -2.8169 0.0 0.0 0.0 -0.737
C 2.6312 -4.1312 -2.8210 0.0 0.0 0.0 -0.245
C 1.2687 -4.3311 -2.6245 0.0 0.0 0.0 -0.834
C 0.4663 -3.2200 -2.4300 0.0 0.0 0.0 -0.258
N 0.9309 -1.9746 -2.4207 0.0 0.0 0.0 0.451
H -3.3150 5.2469 1.2357 0.0 0.0 0.0 0.377
H -3.8936 3.8192 -0.7126 0.0 0.0 0.0 0.552
H -2.1808 2.3709 -1.7435 0.0 0.0 0.0 0.042
H 0.7297 3.8289 1.0205 0.0 0.0 0.0 0.628
H -0.9753 5.2307 2.0923 0.0 0.0 0.0 0.374
H 1.0986 4.7214 -1.3469 0.0 0.0 0.0 0.398
H 3.1954 5.4287 -2.3316 0.0 0.0 0.0 0.365
H 4.8975 3.7719 -3.0939 0.0 0.0 0.0 0.355
H 4.3600 1.3430 -2.9020 0.0 0.0 0.0 0.454
H 4.1761 -2.6232 -2.9421 0.0 0.0 0.0 0.448
H 3.2977 -4.9737 -2.9620 0.0 0.0 0.0 0.338
H 0.8389 -5.3237 -2.6029 0.0 0.0 0.0 0.413
H -0.6021 -3.3303 -2.2701 0.0 0.0 0.0 0.293
S -0.5610 -2.2793 0.8475 0.0 -0.1 0.1 -0.226
C -2.1172 -2.1465 0.1603 -0.1 0.1 0.0 -0.122
N -3.1959 -2.5607 0.7450 0.1 0.0 0.0 -0.732
N -4.3822 -2.4473 -0.0302 0.0 0.0 -0.1 -0.057
C -5.0971 -1.2624 -0.0687 0.0 0.0 0.0 0.010
C -6.4338 -1.2986 -0.4959 0.0 0.0 0.0 -0.576
C -7.1792 -0.1395 -0.5960 0.0 0.0 0.0 -0.428
C -6.6233 1.0928 -0.2675 0.0 0.0 0.0 -0.706
C -5.3042 1.1303 0.1624 0.0 0.0 0.0 -0.561
C -4.5415 -0.0236 0.2597 0.0 0.0 0.0 0.949
N -2.2683 -1.6246 -1.1817 0.1 0.1 -0.1 -1.029
N -1.6071 -0.6165 -1.4442 -0.3 -0.1 -0.1 1.279
C -1.8943 -0.1047 -2.7582 0.0 -0.1 0.1 -0.970
C -3.1833 -0.1655 -3.2745 0.0 0.0 0.0 -0.492
C -3.4467 0.3958 -4.5154 0.0 0.0 0.0 -0.660
C -2.4273 1.0058 -5.2349 0.0 0.0 0.0 -0.558
C -1.1436 1.0642 -4.7063 0.0 0.0 0.0 -1.070
C -0.8749 0.5221 -3.4593 0.0 0.0 0.0 0.790
H -4.9726 -3.2321 0.1949 0.0 0.0 0.0 0.280
H -6.8739 -2.2545 -0.7613 0.0 0.0 0.0 0.312
H -8.2074 -0.1994 -0.9354 0.0 0.0 0.0 0.344
H -7.2050 2.0020 -0.3479 0.0 0.0 0.0 0.397
H -4.8438 2.0720 0.4310 0.0 0.0 0.0 0.559
H -3.5155 0.0399 0.5937 0.0 0.0 0.0 -0.266
H -3.9659 -0.6278 -2.6869 0.0 0.0 0.0 0.329
H -4.4537 0.3665 -4.9142 0.0 0.0 0.0 0.390
H -2.6362 1.4476 -6.2022 0.0 0.0 0.0 0.367
H -0.3471 1.5481 -5.2580 0.0 0.0 0.0 0.456
H 0.1045 0.5742 -3.0160 0.0 0.0 0.0 0.443
N -1.1390 0.7559 1.8493 -0.1 -0.1 0.0 -0.430
C -0.3513 1.0155 3.0573 0.0 0.0 0.0 -0.875
C 0.8762 1.8847 2.7387 0.0 0.0 0.0 0.854
O 1.2014 2.7494 3.5655 0.0 0.0 0.0 -0.875
O 1.4559 1.6167 1.6461 0.0 0.0 0.0 -0.862
H -1.7136 1.5570 1.6077 0.1 0.0 0.0 -0.120
H -1.7341 -0.0545 1.9809 0.0 0.0 0.0 0.226
H 0.0256 0.0528 3.4220 0.0 0.0 0.0 0.229
H -0.9247 1.4903 3.8577 0.0 0.0 0.0 0.410
C 1.5843 -4.4892 5.8208 0.0 0.0 0.0 -1.523
C 2.0047 -3.7486 4.5776 0.0 0.0 0.0 0.842
C 2.0130 -4.3669 3.3366 0.0 0.0 0.0 -1.260
C 2.3565 -3.6823 2.1741 0.0 0.0 0.0 0.898
C 2.3547 -4.4299 0.8700 0.0 0.0 0.0 -0.911
C 2.6974 -2.3188 2.2367 0.0 0.0 0.0 0.441
Se 3.0953 -1.3522 0.6235 0.0 0.0 0.0 -0.353
C 2.7540 -1.6979 3.4983 0.0 0.0 0.1 0.680
C 3.2378 -0.2851 3.6800 0.0 0.0 0.0 -1.579
C 2.3932 -2.4182 4.6349 0.0 0.0 0.0 -0.897
H 1.3235 -5.5234 5.5887 0.0 0.0 0.0 0.330
H 0.7114 -4.0227 6.2845 0.0 0.0 0.0 0.310
H 2.3810 -4.5040 6.5701 0.0 0.0 0.0 0.341
H 1.7214 -5.4114 3.2610 0.0 0.0 0.0 0.134
H 2.0844 -5.4773 1.0304 0.0 0.0 0.0 0.333
H 3.3346 -4.3763 0.3894 0.0 0.0 0.0 0.375
H 1.6451 -3.9846 0.1733 0.0 0.0 0.0 -0.119
H 3.0623 0.3235 2.7979 0.0 0.0 0.0 0.115
H 4.3167 -0.2892 3.8715 0.0 0.0 0.0 0.384
H 2.7510 0.1952 4.5316 0.0 0.0 0.0 0.375
H 2.4146 -1.9093 5.5960 0.0 0.0 0.0 0.301
```
Positions in Å, forces in eV/Å.

LUMO energy = 0.1564 Ha
max |F| = 0.008 hartree/bohr
energy above the lowest of the compared OMol25 structures with the same formula, charge and spin = 106.6 kJ/mol
Kohn-Sham gap = 5.90 eV
total charge = -2